[1]
{"formula": "C5H13NO2", "method": "wB97M-V/def2-TZVPD", "e_lumo_ev": -2.15, "homo_ev": -8.36, "mol_weight_da": 119.2, "e_above_lowest_kj_mol": 451.15, "total_energy_ev": -10977.203, "homo_lumo_gap_ev": 6.2155, "symbols": ["N", "C", "C", "C", "C", "C", "H", "H", "H", "H", "H", "H", "H", "H", "H", "H", "H", "O", "H", "H", "O"], "positions_angstrom": [[-1.6077, 0.2319, 0.1272], [-0.2411, 0.1416, 0.0941], [0.4128, -1.0434, -0.4911], [2.4842, 2.5324, 1.3549], [1.9037, 1.2295, 0.8237], [0.5512, 1.1150, 0.7247], [-2.0045, 0.2820, -0.8388], [-1.8760, -0.7671, 0.2025], [1.4579, -1.1451, -0.2170], [0.2261, -1.1045, -1.5717], [3.5114, 2.6051, 1.0044], [1.8831, 3.3499, 0.9618], [2.4511, 2.5078, 2.4404], [2.5429, 0.3726, 0.6571], [0.0225, 1.9674, 1.1567], [-2.0650, -2.1017, -1.2672], [-2.6746, -1.5227, -2.8514], [-2.5821, -1.1462, -1.9769], [-2.4616, -2.6576, 0.2950], [-0.1006, -1.9845, -0.2282], [-1.8337, -2.8625, -0.4001]], "lowdin_charge": [0.12, -0.25, -0.01, -0.06, -0.04, -0.05, 0.11, 0.08, 0.07, 0.12, 0.08, 0.08, 0.09, 0.11, 0.12, -0.03, -0.03, -0.33, -0.01, 0.08, -0.26]}

[2]
{"formula": "C5H13NO2", "method": "wB97M-V/def2-TZVPD", "e_lumo_ev": 0.38, "homo_ev": -7.45, "mol_weight_da": 119.2, "e_above_lowest_kj_mol": 416.43, "total_energy_ev": -10977.563, "homo_lumo_gap_ev": 7.8303, "symbols": ["C", "C", "C", "C", "N", "H", "H", "H", "H", "H", "H", "H", "H", "H", "H", "H", "C", "O", "O", "H", "H"], "positions_angstrom": [[0.7437, 0.4136, 0.0329], [-0.3546, -1.2100, 1.4946], [1.3750, -0.2145, -1.1901], [0.8534, 1.9249, 0.1537], [-0.6538, -2.2335, 0.7283], [1.2696, 0.0196, 0.9030], [-1.2757, -1.9674, -0.0800], [0.0533, -2.9390, 0.5709], [0.4737, -1.3015, 2.1832], [-1.1013, -0.4528, 1.6786], [1.1438, -1.2832, -1.2501], [0.4507, 2.4372, -0.7254], [0.3024, 2.2927, 1.0220], [1.0006, 0.2365, -2.1136], [2.4665, -0.1089, -1.1880], [1.8994, 2.2384, 0.2591], [-1.2507, 0.3523, -0.6806], [-2.0180, 0.9878, 0.3217], [-1.6381, -0.7704, -1.0939], [-2.8388, 0.4788, 0.3722], [-0.9011, 1.0994, -1.3986]], "lowdin_charge": [-0.34, 0.00, -0.12, -0.12, 0.10, 0.07, 0.08, 0.12, 0.10, 0.08, 0.06, 0.07, 0.07, 0.08, 0.07, 0.07, -0.47, -0.03, -0.10, 0.10, 0.12]}

[3]
{"formula": "C5H13NO2", "method": "wB97M-V/def2-TZVPD", "e_lumo_ev": -3.46, "homo_ev": -7.93, "mol_weight_da": 119.2, "e_above_lowest_kj_mol": 746.66, "total_energy_ev": -10974.140, "homo_lumo_gap_ev": 4.4654, "symbols": ["C", "N", "C", "C", "C", "C", "O", "H", "H", "H", "H", "H", "H", "H", "H", "H", "H", "H", "H", "H", "O"], "positions_angstrom": [[-2.4868, -1.3348, -0.7713], [-1.1355, -1.4545, -0.4050], [3.1662, -0.2361, -0.2299], [-1.0769, 0.2586, 1.2510], [-0.4936, -0.3199, -0.0986], [-0.5717, 0.8707, -1.1001], [-1.2303, 0.9657, -2.0794], [-3.0948, -1.9438, -0.0901], [-2.6536, -1.8197, -1.7445], [-2.8924, -0.3261, -0.7996], [4.1742, 0.0664, -0.5146], [2.6188, 0.5190, 0.3653], [3.2352, -1.1599, 0.3444], [-0.7098, 1.3048, 1.2220], [-2.1512, 0.1466, 1.3558], [-0.6249, -0.2888, 2.0713], [0.5698, -0.4481, 0.1001], [0.1414, 1.6517, -0.7357], [2.5606, -0.3385, -1.1313], [1.4942, 2.2808, 1.7965], [1.1610, 1.6058, 1.1938]], "lowdin_charge": [-0.11, 0.15, -0.06, 0.02, -0.37, -0.16, 0.12, 0.12, 0.12, 0.09, 0.02, -0.02, 0.02, 0.07, 0.08, 0.10, 0.11, 0.14, 0.01, -0.06, -0.38]}